The following is a DFT calculation (ωB97M-V/def2-TZVPD) of a 18-piece molecular cluster, C2H42NO17 overall in a non-equilibrium geometry.

Cartesian coordinates (Å):
C  -0.61675  -0.52328  -1.59230
N  -1.08804  -1.90497  -1.75996
C  -1.01003  -2.41181  -3.14005
H  -0.79103  0.06682  -2.50890
H  -0.95475  -0.00333  -0.69440
H  0.44073  -0.42194  -1.28793
H  -2.07353  -1.91581  -1.36596
H  -0.67663  -2.59181  -1.10444
H  0.05528  -2.46780  -3.49273
H  -1.42720  -1.67701  -3.82617
H  -1.50872  -3.34147  -3.32506
H  4.83419  0.81032  0.18660
H  4.09995  -0.04882  -0.61933
O  4.54730  -0.11709  0.25998
H  2.95424  2.24972  -2.70667
H  2.84599  1.07406  -1.76033
O  3.49485  1.52922  -2.32461
H  4.39331  -1.60467  -2.01057
H  4.13174  -0.21715  -2.76275
O  3.74482  -0.92782  -2.23581
H  -0.49657  1.10818  2.36750
H  -1.19961  2.08393  1.40225
O  -0.58412  1.26039  1.40828
H  1.78308  -3.34630  1.74681
H  2.66410  -3.52057  2.96834
O  1.97613  -3.97354  2.46511
H  -0.15350  3.09163  -1.74000
H  -1.48527  3.49892  -2.25049
O  -1.03971  3.31386  -1.41216
H  1.50885  -4.55713  -0.55977
H  0.52569  -4.00560  0.49759
O  0.88158  -3.83777  -0.40353
H  1.79552  3.52158  -0.89917
H  1.79879  4.34581  -2.24825
O  1.76178  3.45966  -1.87157
H  -2.13367  0.02674  1.49864
H  -3.45947  -0.50979  1.90794
O  -2.52002  -0.74033  1.96019
H  -0.96738  -3.34563  2.01916
H  -0.70117  -1.88647  1.75792
O  -0.26116  -2.74456  1.73775
H  -2.63660  1.24676  -0.09230
H  -4.00167  0.42626  -0.43545
O  -3.04077  0.41600  -0.39606
H  -2.14980  3.66553  0.12922
H  -2.54066  3.34203  1.48730
O  -2.68166  2.98051  0.58205
H  1.75754  -2.16142  -0.16207
H  2.55180  -1.00555  0.46716
O  1.69188  -1.45121  0.49486
H  -2.31066  -2.61534  1.01039
H  -3.51543  -3.42709  0.89970
O  -2.56239  -3.52094  0.74540
H  -0.23360  3.64495  2.76903
H  -0.32221  3.92826  1.29176
O  -0.83146  4.02742  2.11597
H  1.81632  2.94647  1.50692
H  0.70092  2.05030  1.00357
O  1.33160  2.81030  0.68062
H  -2.31876  0.79113  4.28774
H  -3.34425  1.70091  3.78402
O  -2.44977  1.40634  3.54901

Atomic forces in eV per Å
2.1 1.8 0.5
-1.8 -0.6 1.5
1.4 0.9 -1.4
-0.2 -0.4 0.6
-1.1 -0.6 -0.4
0.0 -1.0 -1.0
0.7 0.1 -1.0
0.7 0.3 -0.2
-0.8 -0.2 0.9
-0.4 0.1 0.3
-0.2 -0.6 0.5
0.4 -0.2 1.1
0.2 -1.3 0.5
-0.5 1.4 -1.3
0.4 -0.2 0.5
0.2 0.3 -0.3
-0.4 0.2 -0.3
0.2 0.3 -0.3
0.2 0.0 0.0
-0.4 -0.9 0.1
-0.1 -0.2 -0.1
0.9 -1.7 -0.2
-1.0 1.3 0.3
0.0 0.1 0.6
-0.1 -0.2 0.0
0.6 0.0 -0.3
0.4 0.1 0.4
-0.4 0.1 0.2
0.2 -0.1 -1.0
-0.2 0.1 -0.1
0.1 0.5 -0.6
0.0 -0.8 0.1
0.0 -0.1 0.1
0.0 0.0 0.3
-0.3 0.3 -0.6
0.1 -0.4 0.2
0.0 -0.3 0.1
0.1 -0.5 -0.1
0.3 0.0 0.2
0.2 0.3 0.1
-0.6 -0.2 0.2
-1.0 0.5 -0.2
0.0 0.7 0.2
0.3 -0.9 -0.7
-0.3 -0.7 -0.6
-0.6 -0.5 -0.2
0.2 1.2 1.0
-0.1 0.0 0.2
0.0 0.1 0.2
0.6 0.4 -0.2
0.0 0.0 -0.1
0.0 -0.5 -0.2
-0.7 0.7 -0.1
-0.1 0.1 0.3
0.1 0.2 0.1
0.2 0.3 -0.1
0.4 0.3 -0.2
0.6 0.9 -1.1
-0.5 -1.0 1.1
0.5 -0.2 -0.3
0.0 0.4 -0.4
-0.5 0.3 1.0

Values from the calculation:
**ΔE to the lowest compared entry with this formula, charge and spin**: 8.3 kcal/mol
**HOMO-LUMO gap (alpha / beta)**: 2.4 / 10.4 eV
**Multiplicity**: 2
**LUMO level (alpha / beta)**: 0.15 / 0.04 eV
**Strongest force on any atom**: 2.83 eV/Å
**Expectation value of S²**: 0.750

These are the natural (NBO) partial charges, in e, on atoms 1 to 6: -0.511 -0.549 -0.448 0.212 0.283 0.248

***

The following is a DFT calculation (ωB97M-V/def2-TZVPD) of a 20-piece molecular cluster, C2H42O21 overall in a non-equilibrium geometry.

Cartesian coordinates (Å):
O  -0.50358  -0.53216  1.89028
C  0.01520  -0.47558  0.59757
C  -0.67450  0.69947  -0.08405
O  -0.08042  0.71262  -1.37050
H  -0.29855  -1.31140  0.09934
H  1.14181  -0.51408  0.57583
H  -0.55705  1.69795  0.36220
H  -1.78538  0.45475  -0.12112
O  -2.25074  1.40882  2.66025
H  -1.85215  0.64676  2.23055
H  -1.46324  1.86579  2.98074
O  0.63862  1.41835  2.99209
H  0.77776  2.16449  2.38155
H  0.15179  0.83270  2.41140
O  4.26081  0.82346  -0.21082
H  3.51472  0.34043  -0.61526
H  4.35802  1.60876  -0.74902
O  0.56020  -1.01970  -4.29420
H  -0.18759  -1.08124  -3.70488
H  0.46002  -0.16955  -4.77776
O  0.80011  -2.89612  -2.00805
H  1.45960  -3.48614  -2.40217
H  1.31753  -2.08374  -2.17957
O  -2.00673  2.24981  -2.33540
H  -2.79781  2.11299  -1.85823
H  -1.21923  1.74035  -1.91630
O  -2.79031  -1.90072  1.43254
H  -1.98646  -1.43217  1.39939
H  -3.28031  -1.18868  0.97983
O  -0.45804  -1.42389  4.71944
H  -0.52033  -1.33266  3.75615
H  0.28421  -0.83225  4.88372
O  -1.77785  -3.71494  -0.52821
H  -0.87767  -3.32275  -0.58065
H  -2.17880  -3.28726  0.19440
O  2.13811  -1.36847  2.76595
H  2.41574  -1.93872  2.04702
H  1.40125  -0.88023  2.43241
O  -3.63836  -0.64886  -1.15248
H  -3.72132  0.24832  -0.81028
H  -2.74008  -0.77167  -1.46589
O  -1.43391  4.38372  -0.70828
H  -2.29791  4.42568  -0.30408
H  -1.51935  3.54292  -1.23730
O  -0.35435  4.13665  1.96138
H  -1.06188  4.36156  2.56151
H  -0.74441  3.87112  1.10475
O  2.18184  -0.53581  -1.83079
H  2.24790  -0.24131  -2.74669
H  1.36970  -0.17351  -1.52030
O  1.91975  2.34358  0.20484
H  2.35620  1.77989  0.89035
H  1.18442  1.89363  -0.25412
O  3.01281  -2.49608  0.42052
H  2.63237  -2.07456  -0.35428
H  3.30577  -3.32600  0.07814
O  0.05982  -3.24695  1.67278
H  0.12393  -2.29912  1.46541
H  0.84068  -3.50983  2.19453
O  1.20865  2.55042  -2.82393
H  0.93404  3.38889  -2.49760
H  0.97319  1.85143  -2.20192
O  -1.36944  -1.35971  -2.38697
H  -0.87562  -0.60051  -2.06309
H  -0.74321  -2.07894  -2.25269

Atomic forces in eV per Å
0.4 -0.5 0.2
-0.4 2.7 2.5
0.8 -1.0 -1.3
-0.7 0.9 -0.6
-0.7 -2.3 -2.1
-0.6 0.8 -0.2
-0.1 -0.4 0.6
1.2 0.4 0.2
-0.8 1.1 0.1
0.4 -0.9 -0.1
0.1 -0.1 0.2
1.0 2.1 0.2
0.2 0.2 0.6
-0.7 -1.8 -0.1
0.2 -0.6 0.0
0.3 0.3 0.0
-0.3 0.2 -0.1
1.3 1.0 -1.6
-1.1 0.0 0.4
0.0 -0.8 0.7
1.4 -0.3 -0.4
-0.7 -0.6 0.1
-0.4 0.6 0.4
1.9 0.6 -0.5
-1.1 -0.7 0.8
-0.6 -0.4 -0.6
-2.5 -0.1 -0.6
3.0 0.7 1.1
-0.7 -0.9 -0.1
0.2 0.2 0.1
-0.3 -0.2 -0.3
0.0 0.0 0.1
1.7 -0.9 -2.1
-0.9 -0.7 0.3
-1.0 1.1 1.8
1.2 -0.5 1.0
0.2 0.0 -0.3
-1.2 0.7 0.0
-1.4 0.5 0.5
0.2 -0.2 -0.1
0.6 -0.4 -0.4
0.2 -0.8 -0.2
-0.4 0.3 0.3
0.1 0.7 -0.1
0.4 -0.1 -0.3
-0.4 -0.2 0.0
0.1 0.4 0.4
2.5 -1.3 -0.7
-0.1 0.0 0.0
-2.3 1.3 0.7
0.3 0.2 0.5
-0.9 0.3 -1.1
0.7 -0.3 0.6
0.2 0.4 0.0
-0.3 0.4 -0.1
0.3 -1.0 -0.1
0.4 -0.9 -0.1
0.1 -0.5 1.0
-0.6 0.7 -0.4
1.1 -0.5 -1.6
-0.4 0.7 0.7
-0.7 0.0 0.5
-0.5 -0.4 -0.9
0.7 1.4 0.6
-0.4 -0.7 0.2

Values from the calculation:
**ΔE to the lowest compared entry with this formula, charge and spin**: 5.6 kcal/mol
**Net charge**: -2
**HOMO-LUMO gap**: 7.5 eV
**LUMO level**: 4.44 eV
**Strongest force on any atom**: 3.71 eV/Å

These are the natural (NBO) partial charges, in e, on atoms 1 to 6: -1.009 -0.123 -0.105 -1.024 0.145 0.136

***

The following is a DFT calculation (ωB97M-V/def2-TZVPD) of C2H4AuO2 as an isolated structure in a non-equilibrium geometry.

Cartesian coordinates (Å):
H  -0.27386  -1.20355  0.42916
O  -0.59983  -0.25257  0.37850
C  0.41665  0.66468  0.17271
C  1.67804  0.31477  -0.05254
H  0.02838  1.67697  0.06485
H  2.41693  1.09793  -0.21112
H  1.95931  -0.71501  -0.28104
O  -3.31233  -1.47010  -0.50421
Au  -2.31329  -0.11311  0.00368

Atomic forces in eV per Å
0.0 0.8 0.2
12.0 0.2 2.0
-3.7 0.4 0.5
2.9 -1.0 -1.1
0.1 0.0 0.3
0.1 0.0 0.2
0.2 0.0 0.3
-4.0 -3.6 -1.7
-7.5 3.3 -0.7

Values from the calculation:
**Net charge**: +2
**HOMO-LUMO gap (alpha / beta)**: 10.6 / 5.8 eV
**Multiplicity**: 4
**LUMO level (alpha / beta)**: -10.35 / -14.96 eV
**Strongest force on any atom**: 12.12 eV/Å
**Expectation value of S²**: 3.770

These are the natural (NBO) partial charges, in e, on atoms 1 to 6: 0.597 -0.655 0.294 -0.050 0.272 0.304

***

The following is a DFT calculation (ωB97M-V/def2-TZVPD) of a 2-piece molecular cluster, C2H4BF3O3 overall in a non-equilibrium geometry.

Cartesian coordinates (Å):
B  -0.70768  1.15369  -1.02961
C  0.55874  -1.67900  0.40233
C  -0.65747  -2.30890  1.00168
O  0.53070  1.67291  -0.69559
O  -1.55822  2.02847  -1.65276
O  -1.11645  -0.08272  -0.78499
F  1.24417  -0.83155  1.11738
F  -0.29643  -3.20451  1.97118
F  -1.31915  -3.00251  0.06978
H  0.97684  -1.97806  -0.54692
H  -1.33673  -1.57172  1.46405
H  1.13094  1.09889  -0.22436
H  -1.14796  2.89106  -1.72911

Atomic forces in eV per Å
0.3 0.3 0.1
-1.2 2.6 -1.0
-1.3 0.0 0.9
0.6 0.5 0.1
-0.4 0.2 -0.2
1.0 -2.7 1.3
-0.4 -1.0 -0.3
0.5 0.2 0.0
0.3 0.1 -0.3
0.2 -0.1 -0.1
0.4 -0.1 -0.3
-0.1 -0.1 0.0
0.0 0.2 0.0

Values from the calculation:
**ΔE to the lowest compared entry with this formula, charge and spin**: 95.7 kcal/mol
**HOMO-LUMO gap (alpha / beta)**: 7.0 / 7.0 eV
**LUMO level (alpha / beta)**: -3.00 / -3.00 eV
**Strongest force on any atom**: 3.16 eV/Å

These are the natural (NBO) partial charges, in e, on atoms 1 to 6: 1.183 0.533 0.454 -0.925 -0.899 -0.851